[1]
C25H20IIrN3 as an isolated structure, computed with the ωB97M-V functional and the def2-TZVPD basis.

Each line ends with the Mulliken charge.
Atoms and positions in Å:
Ir1 0.442541 0.563188 -1.183342  0.449
I1 1.875136 -0.596623 -3.153949  0.047
C1 1.031997 -2.435440 -2.547207  0.251
C2 1.580371 -3.613331 -2.950938  -0.458
C3 0.923137 -4.816899 -2.620854  -0.665
C4 -0.280819 -4.786909 -1.981930  -0.843
C5 -0.880476 -3.559954 -1.602200  0.843
C6 -2.187629 -3.504596 -1.070598  -0.819
C7 -2.774013 -2.298206 -0.807393  -0.940
C8 -2.046064 -1.104749 -0.961707  -0.765
C9 -0.737953 -1.105899 -1.387525  0.207
C10 -0.177393 -2.344319 -1.815727  0.744
H1 2.491956 -3.637633 -3.532684  0.402
H2 1.365249 -5.757903 -2.917304  0.398
H3 -0.813259 -5.707160 -1.778604  0.405
H4 -2.729579 -4.429030 -0.917776  0.410
H5 -3.793754 -2.254086 -0.448619  0.429
H6 -2.526746 -0.174603 -0.688440  0.456
C11 3.677455 0.255499 2.843160  -0.443
C12 3.321427 -0.707717 1.912013  -0.786
C13 2.134382 -0.589457 1.204315  -0.191
C14 1.307133 0.508396 1.427665  -0.182
C15 1.653566 1.470003 2.375306  0.058
C16 2.839109 1.339465 3.076288  -0.739
N1 0.101033 0.667877 0.659974  0.087
C17 -1.077863 0.889640 1.404005  -0.035
C18 -2.073073 1.714839 0.892398  -0.243
C19 -3.248473 1.909202 1.598740  -0.620
C20 -3.444774 1.260609 2.809305  -0.483
C21 -2.455753 0.425676 3.315634  -0.813
C22 -1.270588 0.243494 2.626793  0.114
H7 4.601599 0.158468 3.396040  0.409
H8 3.958206 -1.565772 1.745531  0.432
H9 1.823028 -1.360685 0.509258  0.461
H10 1.001914 2.317418 2.545814  0.492
H11 3.112382 2.088139 3.807405  0.406
H12 -1.903128 2.217897 -0.049300  0.318
H13 -4.011129 2.565603 1.202432  0.409
H14 -4.365811 1.403404 3.357449  0.419
H15 -2.608983 -0.088555 4.254452  0.417
H16 -0.506553 -0.413383 3.019597  0.525
N2 -0.342345 3.339353 -2.012588  -0.077
C23 0.090081 4.607280 -2.089302  -0.072
C24 1.456230 4.586899 -1.913049  -0.836
C25 1.782393 3.238326 -1.761795  -0.209
N3 0.680232 2.491057 -1.821517  0.025
H17 -1.266402 2.973522 -2.175087  0.275
H18 -0.595038 5.416813 -2.271759  0.465
H19 2.124858 5.427833 -1.910829  0.396
H20 2.742182 2.773009 -1.611548  0.468

Atomic forces in eV per Å
-0.4 -0.3 0.8
-0.3 -0.1 0.1
0.0 0.0 0.0
0.1 0.1 -0.1
-0.1 -0.1 0.0
0.0 0.0 0.0
0.1 0.1 0.0
-0.1 0.1 0.0
0.0 -0.2 0.0
0.2 0.2 0.1
0.1 0.3 -0.2
0.1 0.0 -0.3
0.0 0.0 0.0
0.0 0.0 0.0
0.0 0.0 0.0
0.0 0.0 0.0
0.0 0.0 0.0
0.0 0.0 0.0
0.0 0.0 0.0
0.0 0.0 0.0
-0.1 0.0 0.1
0.1 0.0 0.0
0.0 0.0 -0.1
0.0 0.0 0.0
0.1 0.0 0.0
0.0 -0.1 -0.1
0.0 0.1 0.0
0.0 0.0 0.0
0.0 0.0 0.0
0.0 0.0 0.0
0.0 0.0 0.0
0.0 0.0 0.0
0.0 0.0 0.0
0.0 0.0 0.0
0.0 0.0 0.0
0.0 0.0 0.0
0.0 0.0 0.0
0.0 0.0 0.0
0.0 0.0 0.0
0.0 0.0 0.0
0.0 0.0 0.0
0.0 0.1 0.0
0.0 0.0 0.0
0.0 0.0 0.0
0.0 0.0 0.0
0.2 -0.1 -0.5
0.0 0.0 0.0
0.0 0.0 0.0
0.0 0.0 0.0
0.0 0.0 0.0

As for the net charge: +1. The calculation puts the HOMO-LUMO gap (alpha / beta) at 0.2336 / 0.2254 Eh. The total energy comes out at -41652.071 eV. Its lowest unoccupied orbital energy (alpha / beta) is -4.13 / -4.35 eV. The energy above the lowest of the compared OMol25 structures with the same formula, charge and spin is 79.4 kJ/mol. The value obtained for the HOMO energy (alpha / beta) is -10.49 / -10.48 eV.

---

[2]
An isolated molecule of C9H8ClNOS at a distorted geometry, computed with the ωB97M-V functional and the def2-TZVPD basis.

Each line ends with the Mulliken charge.
Atoms and positions in Å:
C1 -0.833945 1.114031 0.586566  -0.312
C2 -2.201156 1.033700 0.471654  -0.601
C3 -1.903327 -1.309926 -0.082061  -0.966
C4 -0.512786 -1.210209 0.041577  0.683
C5 0.000707 0.057574 0.454198  0.257
C6 -2.767236 -0.203623 0.129146  0.443
C7 0.331349 -2.247696 -0.563923  -0.496
C8 2.194351 1.131119 0.019606  0.223
C9 1.712149 2.228432 -0.607448  -1.183
N1 1.402438 0.265789 0.666456  -0.190
O1 2.757596 -2.427418 0.586698  -0.580
S1 1.821639 -2.918124 -0.480655  0.269
Cl1 -4.371087 -0.354767 -0.382902  -0.221
H1 -0.339661 2.015037 1.075752  0.473
H2 -2.787978 1.972400 0.702162  0.308
H3 -2.496375 -2.075181 -0.584273  0.321
H4 3.274194 1.013131 0.147840  0.300
H5 0.656314 2.188036 -0.792869  0.384
H6 -0.228051 -2.783694 -1.320150  0.267
H7 2.277824 3.058042 -1.039469  0.274
H8 2.013033 -0.546647 0.972091  0.348

Atomic forces in eV per Å
0.3 2.3 2.4
-1.3 0.7 0.3
-1.5 1.3 -0.6
0.4 0.8 0.0
2.1 -1.8 -0.4
2.6 0.3 -0.1
0.1 -0.4 0.4
0.7 3.8 -1.2
0.5 -0.6 -0.4
0.1 -4.1 1.2
-1.0 -0.2 -0.9
-0.1 0.9 1.0
-1.2 0.0 0.1
-1.0 -1.0 -1.1
0.4 -1.4 -0.5
1.0 -0.7 0.3
-0.4 -0.2 0.2
-0.3 0.7 -0.1
0.2 -0.4 -0.3
0.1 -0.7 0.2
-1.8 0.7 -0.4

As for the net charge: 0. The calculation puts the HOMO-LUMO gap at 0.2534 Eh. The total energy comes out at -36355.475 eV. Its lowest unoccupied orbital energy is -0.96 eV. The energy above the lowest of the compared OMol25 structures with the same formula, charge and spin is 174.2 kJ/mol. The value obtained for the HOMO energy is -7.86 eV.

---

[3]
A 2-piece molecular cluster, C6H11FN overall at a distorted geometry, computed with the ωB97M-V functional and the def2-TZVPD basis.

Each line ends with the Mulliken charge.
Atoms and positions in Å:
C1 2.840409 -0.098085 -0.842494  -0.714
C2 1.905784 0.585833 -0.234571  0.490
C3 -1.877669 1.196859 0.081965  -1.247
C4 1.078323 1.388405 0.468776  -0.696
C5 -0.926065 -1.082293 0.584470  -0.299
C6 -1.058208 0.124042 -0.382794  0.537
N1 0.054518 -2.031460 0.237122  -0.475
F1 -0.903840 -0.026736 -1.682138  -0.209
H1 3.844531 0.215431 -0.863435  0.309
H2 -1.697761 2.198671 -0.408896  0.399
H3 -1.740225 1.487602 1.101805  0.372
H4 -2.887816 1.007227 -0.038616  0.405
H5 0.865604 1.183071 1.549226  0.357
H6 0.808704 2.374978 -0.072877  0.293
H7 -1.022710 -0.786603 1.613676  0.463
H8 -1.886756 -1.544660 0.052247  0.339
H9 2.562911 -1.061148 -1.311494  0.199
H10 0.068221 -2.285371 -0.701982  0.232
H11 -0.027958 -2.845769 0.850014  0.246

Atomic forces in eV per Å
-2.5 -0.9 0.1
0.1 0.6 0.9
1.2 3.8 -0.4
0.3 0.1 -1.5
-1.4 0.3 -5.0
1.0 -1.8 1.2
1.0 0.0 2.9
0.1 -0.1 1.7
1.1 0.4 0.1
-0.1 -1.3 -0.2
0.3 -0.6 0.9
-2.2 -0.7 -0.5
0.3 0.5 -1.1
0.1 -1.7 1.3
-0.1 -0.1 0.2
0.2 1.1 1.6
0.3 0.8 0.1
-0.1 -0.6 -1.8
0.3 0.2 -0.5

As for the net charge: +1. The calculation puts the HOMO-LUMO gap at 0.2999 Eh. The total energy comes out at -10596.621 eV. Its lowest unoccupied orbital energy is -5.56 eV. The energy above the lowest of the compared OMol25 structures with the same formula, charge and spin is 295.5 kJ/mol. The value obtained for the HOMO energy is -13.72 eV.